69
Properties=species:S:1:pos:R:3:forces:R:3 method="wB97M-V/def2-TZVPD" e_tot_ev=-163605.97654 spin_multiplicity=6 total_charge=-2
Fe -0.5185 0.0187 1.2706 1.195 0.903 2.665
C 0.7651 3.4507 3.2448 0.016 0.092 -0.067
C 0.5014 2.1580 3.9220 -0.013 0.173 0.270
N 0.0670 1.0531 3.3665 0.125 -0.561 0.071
C -0.1210 0.1347 4.3695 0.554 1.196 0.807
C 0.2309 0.7126 5.5904 -0.160 0.130 -1.694
N 0.6214 1.9992 5.2618 -0.149 -0.534 0.121
C 0.2288 0.2946 6.9745 -0.006 -0.402 1.582
O -0.1615 -0.9520 7.2413 0.231 0.713 -0.288
O 0.5721 1.0748 7.8654 -0.219 -0.568 -0.702
C -0.6819 -1.1952 4.0599 -0.716 -0.720 -1.118
O -0.7947 -2.0333 4.9834 0.138 0.075 0.581
O -1.0451 -1.3765 2.8632 0.320 0.101 0.836
H 0.4804 3.3688 2.1997 0.037 -0.065 -0.023
H 1.8259 3.6996 3.2889 0.029 0.032 -0.049
H 0.1922 4.2537 3.7119 -0.013 -0.005 0.092
H 0.9413 2.6583 5.9517 -0.052 0.053 -0.034
H -0.4140 -1.4398 6.3713 -0.027 -0.013 -0.144
C -3.6601 -4.1852 -1.2313 0.045 0.108 0.063
C -3.1242 -3.8062 -0.0053 -0.323 -0.439 -0.189
C -2.4428 -2.6168 0.1142 0.136 0.670 -0.129
C -2.2715 -1.7824 -0.9976 0.044 -0.865 -0.225
C -2.8069 -2.1745 -2.2319 0.090 0.416 0.456
C -3.5107 -3.3542 -2.3360 -0.283 -0.394 -0.054
P -0.9904 -0.5093 -0.8334 -0.522 -0.030 -2.309
C -1.3135 0.5433 -2.2657 -0.040 0.193 -0.036
C -0.2535 0.9571 -3.0697 -0.155 -0.219 0.121
C -0.4868 1.7379 -4.1821 -0.120 0.204 -0.215
C -1.7791 2.1481 -4.4832 0.161 -0.008 -0.064
C -2.8305 1.7884 -3.6527 -0.093 0.066 -0.156
C -2.6057 0.9966 -2.5435 0.188 -0.151 0.023
C 0.3962 -1.5056 -1.3986 0.110 -0.890 -0.782
C 0.5612 -2.0539 -2.6635 -0.370 0.705 0.989
C 1.6312 -2.9078 -2.8914 0.798 -0.498 0.011
C 2.5182 -3.2133 -1.8800 -0.140 -0.016 -0.190
C 2.3582 -2.6916 -0.5772 -0.258 0.085 -0.284
C 3.2412 -2.9539 0.4839 0.373 -0.067 0.413
C 3.0306 -2.3832 1.7166 0.410 -0.309 -0.232
C 1.9321 -1.5457 1.9458 -0.324 -0.019 -0.404
C 1.0229 -1.2643 0.9464 0.691 -0.385 0.648
C 1.2536 -1.8422 -0.3240 0.365 -0.070 -0.361
H -4.1907 -5.1235 -1.3264 -0.044 -0.053 -0.005
H -3.2329 -4.4533 0.8548 -0.013 -0.010 0.064
H -2.0280 -2.3124 1.0701 -0.018 -0.119 0.011
H -2.6793 -1.5410 -3.1009 0.053 -0.042 -0.007
H -3.9379 -3.6449 -3.2901 0.017 -0.007 0.003
H 0.7503 0.6414 -2.8263 0.040 0.005 -0.010
H 0.3407 2.0250 -4.8158 0.066 0.105 -0.021
H -1.9575 2.7436 -5.3674 -0.053 0.106 -0.060
H -3.8363 2.1129 -3.8836 -0.078 0.062 0.004
H -3.4235 0.7120 -1.8913 0.055 0.037 -0.040
H -0.1304 -1.8083 -3.4601 0.005 -0.015 -0.014
H 1.7692 -3.3298 -3.8807 0.071 -0.051 -0.006
H 3.3616 -3.8648 -2.0715 0.071 -0.096 -0.068
H 4.0986 -3.5922 0.3031 0.063 -0.055 0.043
H 3.7308 -2.5671 2.5255 0.059 -0.071 -0.028
H 1.8250 -1.0957 2.9272 -0.019 -0.045 0.058
Se 1.5289 1.6578 0.2824 0.337 -0.025 -0.294
C 1.6350 2.8145 -1.2219 -0.140 -0.169 0.610
C 2.6407 2.6170 -2.1735 -0.132 0.061 0.052
C 2.7602 3.5099 -3.2139 0.187 0.009 -0.110
N 1.9747 4.5695 -3.3858 0.079 0.258 -0.430
C 1.0093 4.7402 -2.4892 -0.137 0.169 -0.012
C 0.7938 3.9143 -1.4067 0.104 -0.124 -0.101
H 3.3084 1.7723 -2.0795 0.048 -0.045 0.010
H 3.5452 3.3891 -3.9544 0.056 -0.083 -0.044
H 0.3805 5.6084 -2.6554 -0.132 0.040 0.062
H -0.0097 4.1114 -0.7141 -0.100 -0.024 0.084
Te -2.5856 1.1325 1.0685 -2.519 1.493 0.252